C30H61IN16O10P | ωB97M-V with the def2-TZVPD basis set

Each line ends with the Löwdin charge.
CARTESIAN COORDINATES (ANGSTROEM)
C1 -1.908 0.920 -4.480  -0.094
C2 -2.690 0.140 -3.395  -0.244
C3 -3.124 1.078 -2.256  -0.195
C4 -3.214 0.410 -0.857  -0.283
C5 -4.364 -0.575 -1.067  -0.266
C6 -5.669 -0.110 -1.122  -0.021
C7 -6.691 -1.013 -1.332  -0.019
C8 -6.326 -2.350 -1.462  -0.040
C9 -4.992 -2.693 -1.416  -0.108
N1 -3.984 -1.833 -1.228  0.126
N2 -1.915 -0.288 -0.583  -0.189
I1 -0.184 0.788 -1.257  1.554
C10 -1.648 -0.439 0.909  -0.530
O1 -0.218 -0.499 0.936  -0.360
C11 0.345 -0.610 2.255  -0.179
C12 1.690 0.116 2.236  -0.180
O2 1.581 1.398 1.631  -0.178
C13 2.656 1.666 0.745  -0.289
C14 4.027 1.637 1.431  -0.045
P1 -2.121 -2.046 1.846  0.967
O3 -2.821 -3.094 0.819  -0.248
O4 -3.129 -1.671 3.070  -0.237
C15 -2.136 0.929 1.390  -0.050
C16 -3.320 1.380 0.380  -0.232
C17 -2.988 2.866 0.122  -0.148
C18 -3.989 3.657 -0.755  -0.182
C19 -3.346 4.483 -1.885  -0.274
N3 -4.302 4.806 -2.953  0.003
C20 -4.546 1.251 1.297  -0.157
C21 -5.213 2.347 1.844  0.005
C22 -6.316 2.143 2.680  -0.116
N4 -6.810 0.957 3.011  0.079
C23 -6.154 -0.089 2.512  -0.120
C24 -5.047 0.000 1.677  -0.055
H1 -0.849 0.690 -4.459  0.052
H2 -2.259 0.631 -5.468  0.076
H3 -2.062 1.992 -4.397  0.069
H4 -3.545 -0.319 -3.880  0.114
H5 -2.030 -0.657 -3.062  0.064
H6 -2.522 1.977 -2.232  0.041
H7 -4.113 1.429 -2.538  0.118
H8 -5.864 0.945 -1.005  0.125
H9 -7.725 -0.717 -1.396  0.119
H10 -7.069 -3.115 -1.620  0.110
H11 -4.717 -3.733 -1.523  0.116
H12 -1.749 -1.188 -1.044  0.107
H13 -0.272 -0.139 3.019  0.133
H14 0.576 -1.637 2.506  0.099
H15 2.394 -0.540 1.726  0.089
H16 1.984 0.253 3.279  0.118
H17 2.647 0.936 -0.071  0.079
H18 2.477 2.665 0.354  0.106
H19 4.653 0.892 0.948  0.055
H20 4.551 2.585 1.349  0.076
H21 3.959 1.382 2.482  0.058
H22 -2.301 -3.902 0.897  0.067
H23 -4.006 -2.066 2.940  0.063
H24 -1.366 1.677 1.550  0.126
H25 -2.598 0.795 2.366  0.119
H26 -2.932 3.358 1.089  0.121
H27 -2.000 2.971 -0.322  0.079
H28 -4.617 4.336 -0.183  0.106
H29 -4.677 2.948 -1.215  0.089
H30 -2.497 3.977 -2.338  0.087
H31 -3.039 5.443 -1.476  0.116
H32 -4.684 3.943 -3.326  0.057
H33 -5.099 5.286 -2.551  0.068
H34 -4.913 3.360 1.647  0.095
H35 -6.811 3.013 3.090  0.111
H36 -6.531 -1.074 2.762  0.113
H37 -4.588 -0.891 1.284  0.087
C25 4.284 -2.759 2.529  -0.675
O5 4.004 -1.831 1.766  -0.023
N5 3.396 -3.749 2.798  0.175
N6 5.492 -2.855 3.143  0.177
H38 3.594 -4.522 3.405  0.106
H39 2.501 -3.707 2.348  0.097
H40 6.166 -2.132 2.950  0.076
H41 5.739 -3.603 3.763  0.103
C26 0.894 -2.911 -3.458  -0.683
O6 -0.295 -3.171 -3.538  0.022
N7 1.383 -2.118 -2.459  0.139
N8 1.814 -3.381 -4.353  0.154
H42 2.349 -1.872 -2.347  0.092
H43 0.710 -1.766 -1.809  0.000
H44 1.475 -3.959 -5.099  0.107
H45 2.792 -3.168 -4.307  0.089
C27 3.389 -5.457 -0.480  -0.679
O7 2.935 -5.821 0.591  0.015
N9 4.332 -4.471 -0.589  0.166
N10 2.989 -6.013 -1.664  0.153
H46 4.719 -4.170 -1.462  0.086
H47 4.648 -4.035 0.258  0.077
H48 2.299 -6.739 -1.619  0.104
H49 3.344 -5.735 -2.559  0.083
C28 7.852 -1.111 0.223  -0.674
O8 7.662 -1.216 1.423  0.017
N11 9.089 -1.222 -0.339  0.157
N12 6.822 -0.873 -0.647  0.156
H50 9.263 -1.137 -1.322  0.095
H51 9.859 -1.396 0.279  0.107
H52 5.902 -0.793 -0.250  0.079
H53 6.943 -0.777 -1.637  0.091
C29 1.050 4.050 -3.840  -0.676
O9 0.661 3.364 -4.765  0.036
N13 0.750 3.736 -2.534  0.128
N14 1.805 5.173 -4.013  0.158
H54 1.052 4.272 -1.741  0.093
H55 0.190 2.912 -2.393  -0.076
H56 2.036 5.428 -4.955  0.108
H57 2.129 5.748 -3.259  0.095
C30 3.900 1.172 5.905  -0.677
O10 2.763 0.801 5.658  0.016
N15 4.202 1.936 6.996  0.153
N16 4.956 0.849 5.099  0.159
H58 5.128 2.250 7.215  0.094
H59 3.445 2.188 7.603  0.104
H60 4.748 0.286 4.295  0.083
H61 5.902 1.137 5.264  0.097

Values from the calculation:
Multiplicity = 1
Largest force on an atom = 2.97 eV Å⁻¹
E_HOMO = -11.07 eV
Net charge = +1
Gap between HOMO and LUMO = 7.2096 eV


C30H61N3O14 | ωB97M-V with the def2-TZVPD basis set

Each line ends with the Löwdin charge.
CARTESIAN COORDINATES (ANGSTROEM)
C1 1.181 -4.068 -0.111  -0.028
C2 0.515 -4.104 -1.479  -0.484
C3 1.139 -5.166 -2.396  -0.034
C4 -0.987 -4.530 -1.311  -0.113
C5 -1.896 -3.988 -2.409  -0.173
C6 -1.655 -2.488 -2.707  -0.136
C7 -0.210 -2.182 -3.119  -0.523
C8 0.080 -2.751 -4.517  -0.022
C9 -0.109 -0.646 -3.142  -0.030
N1 0.635 -2.767 -2.089  -0.100
O1 1.994 -2.337 -2.145  -0.016
H1 1.118 -4.971 0.494  0.092
H2 2.269 -3.924 -0.152  0.083
H3 0.876 -3.143 0.390  0.078
H4 2.203 -4.940 -2.524  0.083
H5 1.074 -6.147 -1.922  0.084
H6 0.751 -5.198 -3.411  0.070
H7 -1.024 -5.612 -1.458  0.108
H8 -1.387 -4.354 -0.311  0.098
H9 -1.628 -4.481 -3.350  0.092
H10 -2.978 -4.126 -2.385  0.112
H11 -1.980 -1.930 -1.825  0.113
H12 -2.347 -2.300 -3.533  0.121
H13 -0.317 -3.758 -4.620  0.057
H14 1.166 -2.730 -4.603  0.091
H15 -0.488 -2.196 -5.266  0.085
H16 -0.343 -0.199 -2.179  0.068
H17 -0.755 -0.313 -3.958  0.083
H18 0.863 -0.325 -3.529  0.082
H19 2.024 -1.871 -1.300  0.070
C10 1.082 5.385 0.394  -0.109
O2 -0.307 5.355 0.728  -0.182
C11 -0.732 3.994 0.790  -0.220
C12 -2.182 3.930 0.310  -0.191
N2 -2.656 2.542 0.504  -0.044
C13 -3.959 2.403 -0.180  -0.196
C14 -3.905 2.331 -1.722  -0.195
O3 -5.199 2.492 -2.280  -0.191
C15 -6.089 1.416 -2.141  -0.116
H20 1.575 4.537 0.869  0.074
H21 1.533 6.347 0.622  0.083
H22 1.248 5.266 -0.684  0.087
H23 -0.585 3.589 1.793  0.119
H24 -0.210 3.376 0.052  0.112
H25 -2.139 4.202 -0.749  0.111
H26 -2.919 4.529 0.847  0.113
H27 -1.972 1.891 0.123  0.070
H28 -4.526 3.270 0.167  0.104
H29 -4.513 1.522 0.156  0.106
H30 -3.377 1.425 -2.035  0.126
H31 -3.440 3.232 -2.124  0.115
H32 -5.701 0.540 -2.686  0.089
H33 -7.001 1.628 -2.699  0.087
H34 -6.281 1.124 -1.107  0.080
C16 2.430 0.925 -0.475  -0.103
O4 2.719 -0.220 0.307  -0.195
C17 3.887 -0.017 1.070  -0.211
C18 5.234 -0.368 0.346  -0.196
N3 5.843 0.650 -0.498  -0.069
C19 6.335 0.068 -1.763  -0.207
C20 7.666 -0.606 -1.470  -0.221
O5 8.412 -0.884 -2.644  -0.204
C21 7.768 -1.534 -3.717  -0.115
H35 3.331 1.258 -0.991  0.079
H36 2.079 1.780 0.122  0.078
H37 1.573 0.782 -1.130  0.069
H38 3.799 -0.752 1.875  0.120
H39 3.929 1.000 1.480  0.123
H40 4.905 -1.209 -0.269  0.117
H41 5.835 -0.670 1.207  0.110
H42 5.431 1.563 -0.522  0.095
H43 6.519 0.894 -2.452  0.126
H44 5.632 -0.656 -2.177  0.109
H45 7.494 -1.573 -0.977  0.119
H46 8.290 -0.041 -0.784  0.124
H47 7.123 -0.798 -4.207  0.083
H48 7.250 -2.440 -3.388  0.092
H49 8.527 -1.823 -4.444  0.085
O6 -5.052 -0.471 2.853  0.152
C22 -5.169 0.710 2.972  -0.600
O7 -4.302 1.535 3.526  0.074
C23 -4.717 2.878 3.368  -0.112
C24 -6.094 2.797 2.699  -0.086
O8 -6.202 1.383 2.430  0.047
H50 -4.664 3.272 4.384  0.133
H51 -4.093 3.489 2.709  0.110
H52 -6.145 3.239 1.708  0.114
H53 -6.877 3.143 3.373  0.127
O9 -0.443 0.526 0.590  0.122
C25 -0.731 -0.440 1.231  -0.546
O10 0.067 -1.052 2.114  0.070
C26 -0.702 -2.028 2.820  -0.107
C27 -2.009 -2.125 2.056  -0.098
O11 -1.912 -1.092 1.079  0.063
H54 -0.137 -2.968 2.799  0.122
H55 -0.756 -1.860 3.897  0.121
H56 -2.869 -1.958 2.707  0.121
H57 -2.150 -3.081 1.550  0.117
O12 -2.116 -0.125 5.582  0.178
C28 -1.421 0.827 5.606  -0.562
O13 -1.537 1.932 4.871  0.057
C29 -0.509 2.879 5.190  -0.090
C30 0.392 2.077 6.150  -0.140
O14 -0.404 0.986 6.528  0.055
H58 0.080 3.196 4.333  0.121
H59 -1.047 3.706 5.645  0.130
H60 0.653 2.751 6.968  0.128
H61 1.325 1.756 5.688  0.128

Values from the calculation:
Multiplicity = 1
Largest force on an atom = 2.30 eV Å⁻¹
E_HOMO = -7.91 eV
SMILES = CC1(C)CCCC(C)(C)N1O.COCCNCCOC.COCCNCCOC.O=C1OCCO1.O=C1OCCO1.O=C1OCCO1
Net charge = 0
Gap between HOMO and LUMO = 8.2314 eV


- net charge of number 1 (C30H61IN16O10P)?
  +1